Run a
Here is a cluster of 2 separate species, C5H11NOS in total from the Open Molecules 2025 dataset. Energies are from wB97M-V/def2-TZVPD.

Structure (XYZ):
```
19
Properties=species:S:1:pos:R:3:lowdin_charge:R:1
C -1.3470 -0.9283 0.5424 -0.466
C -0.2643 -0.0281 0.1568 -0.861
C 0.8689 -0.0686 1.2413 -0.179
C 2.1418 -0.4195 0.4307 -0.284
C 0.5648 -0.5988 -1.1069 -0.259
H -2.6563 -2.2220 -0.1297 0.338
H -1.4476 -0.3280 1.7067 0.186
H -0.9475 -1.9418 0.6060 0.102
H 0.4075 2.0125 -0.5916 -0.104
H 1.2381 0.8684 1.8295 0.133
H 0.6612 -0.8159 2.0319 0.107
H 3.0081 0.0435 0.9772 0.119
H 2.5950 -1.3778 0.6937 0.099
H 2.6098 -0.1179 -1.6407 0.205
H 0.3015 -1.6502 -1.1254 0.111
H 0.3494 -0.1857 -2.0905 0.126
N 1.7996 -0.1461 -0.8781 -0.115
O -2.3672 -0.8013 -0.3576 -0.121
S -0.7227 1.5880 -0.0528 0.864
```

Values from the calculation:
Gap between HOMO and LUMO in eV: 7.26
Multiplicity: 1
Highest occupied orbital energy in eV: -8.0

---

Run b
Here is the molecule C5H11NOS from the Open Molecules 2025 dataset. Energies are from wB97M-V/def2-TZVPD.

Structure (XYZ):
```
19
Properties=species:S:1:pos:R:3:lowdin_charge:R:1
C -0.9004 -1.6299 -0.2491 -0.176
C 0.1688 -2.3762 -1.0586 -0.575
S 1.4214 -3.2419 -0.1000 0.721
C -0.2919 -0.3907 0.3605 -0.542
N -0.2834 0.7098 -0.4384 0.047
C 0.4014 1.9266 -0.0394 -0.229
C -0.2373 2.6527 1.1539 -0.080
O 0.2114 -0.3939 1.4659 0.059
H -1.2068 -2.2257 0.6081 0.114
H -1.7519 -1.3878 -0.8873 0.114
H 0.5998 -1.7030 -1.7891 0.068
H -0.2928 -3.1783 -1.6312 0.061
H 2.1374 -2.1919 0.3247 -0.141
H -0.6339 0.6402 -1.3788 0.134
H 0.4526 2.5698 -0.9084 0.107
H 1.4439 1.7013 0.1990 0.112
H -0.7116 3.5780 0.8315 0.063
H -1.0259 2.0619 1.6133 0.069
H 0.4991 2.8791 1.9234 0.073
```

Values from the calculation:
Gap between HOMO and LUMO in eV: 9.73
Multiplicity: 1
Highest occupied orbital energy in eV: -9.0

---

Run c
Here is the molecule C5H11NOS from the Open Molecules 2025 dataset. Energies are from wB97M-V/def2-TZVPD.

Structure (XYZ):
```
19
Properties=species:S:1:pos:R:3:lowdin_charge:R:1
C -0.5916 -1.6062 0.7780 -0.201
C 0.8855 -1.1547 0.7271 -0.315
C -1.4176 -0.4510 0.5546 -0.250
C 0.7580 1.1251 -0.9268 -0.424
C 1.2818 2.1997 -0.1729 -0.221
N -2.4178 -0.4674 -0.2728 0.063
O 1.0186 -1.2201 -1.9224 -0.560
S 1.5675 -0.3715 -0.8003 0.885
H -0.8007 -2.3132 0.0695 0.082
H -0.5767 -2.1118 1.7744 0.136
H 1.0440 -0.4258 1.4730 0.064
H 1.5581 -1.8813 0.9210 0.034
H -1.2805 0.5025 1.0848 0.123
H 0.0571 1.1099 -1.7589 0.078
H 1.1682 2.1142 0.9724 0.101
H 0.7750 3.1097 -0.5962 0.093
H 2.3223 2.3972 -0.3231 0.056
H -2.4442 -1.0349 -1.0889 0.096
H -2.9070 0.4796 -0.4925 0.159
```

Values from the calculation:
Gap between HOMO and LUMO (spin up / spin down) in eV: 8.16 / 5.69
Multiplicity: 1
Highest occupied orbital energy (spin up / spin down) in eV: -7.4 / -5.9

---

The calculated energies rank the structures as follows, beginning with the most stable: run b, run c, run a.

---

Run a
Here is the molecule C4H4N2S2 from the Open Molecules 2025 dataset. Energies are from wB97M-V/def2-TZVPD.

Structure (XYZ):
```
12
Properties=species:S:1:pos:R:3:lowdin_charge:R:1
C 0.9465 -0.0839 -0.0110 -0.606
C 0.8374 1.3116 -0.0079 -0.171
C -1.4220 -0.0603 -0.0060 -0.683
C -0.2271 -0.7981 0.0074 -0.126
H 3.2606 0.1592 0.0131 -0.134
H 1.7394 1.9372 0.0241 0.106
H -2.5712 -2.0707 -0.0022 -0.127
H -0.2622 -1.8995 -0.0045 0.110
N -0.3227 1.9517 -0.0025 0.018
N -1.4577 1.2777 -0.0030 -0.023
S 2.4993 -0.9310 -0.0042 0.823
S -3.0203 -0.7940 -0.0032 0.814
```

Values from the calculation:
Gap between HOMO and LUMO in eV: 9.48
Multiplicity: 1
Highest occupied orbital energy in eV: -9.2

---

Run b
Here is the molecule C4H4N2S2 from the Open Molecules 2025 dataset. Energies are from wB97M-V/def2-TZVPD.

Structure (XYZ):
```
12
Properties=species:S:1:pos:R:3:lowdin_charge:R:1
C -0.4540 -0.1600 0.1782 -0.488
C -1.3383 -1.1631 -0.1025 -0.116
C -2.5970 -0.7760 -0.1823 -0.119
C -2.5491 0.6080 -0.0031 -0.085
H -0.9755 -2.1228 -0.5150 0.119
H -3.5369 -1.4392 -0.3688 0.150
H -3.4010 1.2572 -0.5068 0.153
H -0.7246 1.9281 0.7816 0.165
N 0.9013 0.0263 0.0585 -1.071
N -1.2499 0.9747 0.4416 0.035
S 1.8556 -1.3529 0.0779 0.590
S 1.4387 1.4977 -0.2175 0.667
```

Values from the calculation:
Gap between HOMO and LUMO in eV: 6.47
Multiplicity: 1
Highest occupied orbital energy in eV: -8.5

---

The calculated energies rank the structures as follows, beginning with the most stable: run a, run b.

---

Run a
Here is the molecule CH5BOS from the Open Molecules 2025 dataset. Energies are from wB97M-V/def2-TZVPD.

Structure (XYZ):
```
9
Properties=species:S:1:pos:R:3:lowdin_charge:R:1
B -0.2397 -0.4720 0.5512 -0.443
C 0.1950 -0.6870 -1.0364 -0.519
O -0.3860 1.1165 0.5532 -0.019
S 0.8548 0.5496 -1.8801 0.725
H -1.3422 -0.9016 0.6559 0.042
H 0.2425 -1.6685 -1.4932 0.026
H 0.5274 -0.8000 1.5576 0.086
H -0.0422 1.5248 1.3487 0.126
H 0.1904 1.3382 -0.2568 -0.024
```

Values from the calculation:
Gap between HOMO and LUMO in eV: 8.86
Multiplicity: 1
Highest occupied orbital energy in eV: -9.2

---

Run b
Here is the molecule CH5BOS from the Open Molecules 2025 dataset. Energies are from wB97M-V/def2-TZVPD.

Structure (XYZ):
```
9
Properties=species:S:1:pos:R:3:lowdin_charge:R:1
B -0.2626 -0.2340 0.1217 -0.773
C 1.1726 0.2617 -0.1588 -0.015
O -0.2884 -1.3515 0.7746 0.106
S -2.1913 0.2908 -0.2609 0.596
H 1.2999 0.6996 -1.0929 0.046
H 1.4339 1.0056 0.5162 0.050
H 1.9749 -0.3624 -0.0741 0.040
H -1.0285 -1.9583 0.7983 0.103
H -2.1106 1.6487 -0.6242 -0.153
```

Values from the calculation:
Gap between HOMO and LUMO in eV: 9.84
Multiplicity: 1
Highest occupied orbital energy in eV: -9.4

---

The calculated energies rank the structures as follows, beginning with the most stable: run b, run a.